No. 1
DFT (ωB97M-V/def2-TZVPD) results for an isolated ion of composition C9H12N3S and charge +1 at a distorted geometry.

The geometry in XYZ format:
```
25
Properties=species:S:1:pos:R:3:forces:R:3
C 3.73007 0.55324 0.69307 -3.6 2.0 -1.7
C 2.97518 1.72601 0.17993 0.4 -2.2 0.8
C 3.06020 -0.66208 0.82637 1.7 -0.2 -1.0
C 1.60847 1.55404 -0.06802 1.9 -1.9 1.1
C 1.70588 -0.74861 0.63371 -1.8 -0.3 0.1
C 0.95809 0.34498 0.18234 3.7 -0.3 1.2
C -1.30411 1.31942 -0.37411 1.9 -4.2 1.8
C -3.58699 0.39739 -0.47326 2.0 1.0 0.5
C -0.85211 -1.84563 -0.97580 1.3 2.4 -1.2
N -2.50959 1.07038 -0.72938 -0.4 -0.4 0.8
N -0.38629 0.20087 0.24302 -5.9 3.5 -2.3
N -0.88700 -1.05419 0.27808 0.9 -1.1 -0.6
S -4.03038 -0.14185 1.11459 2.3 1.3 0.2
H 4.72115 0.62221 0.96366 2.1 0.2 0.2
H 3.39126 2.72627 -0.04545 0.1 -0.9 0.5
H 3.66965 -1.59532 0.81025 -0.6 0.8 1.0
H 1.03755 2.37867 -0.20344 -1.4 2.6 -1.0
H 1.07605 -1.59742 0.96534 1.1 0.2 -0.5
H -0.88692 2.29560 -0.44668 0.2 0.5 0.1
H -4.16640 0.28194 -1.35021 -1.2 -0.6 -0.5
H 0.21033 -2.14093 -1.37271 -1.9 0.8 1.1
H -1.38758 -2.74961 -0.78189 -0.6 -0.4 -0.3
H -1.32389 -1.07606 -1.69898 0.6 -2.1 0.2
H -1.68468 -1.21125 0.84435 -0.5 0.3 0.5
H -5.13793 -0.64806 0.78521 -2.3 -1.0 -0.8
```
Positions in Å, forces in eV/Å.

Values from the calculation:
LUMO energy (alpha / beta): -5.29 / -5.29 eV
total charge: +1
energy relative to the best compared isomer or geometry (same formula, charge and spin): 88.86 kcal per mole
electronic energy: -912.207819 hartree
multiplicity: 1
highest occupied orbital energy (alpha / beta): -11.651 / -11.651 eV
frontier orbital gap (alpha / beta): 6.356 / 6.358 eV

=====

No. 2
DFT (ωB97M-V/def2-TZVPD) results for C27H28F5IN8ORuS2 as an isolated structure at a distorted geometry.

The geometry in XYZ format:
```
73
Properties=species:S:1:pos:R:3:forces:R:3
Ru 0.49113 -0.57275 0.54842 2.3 0.3 -1.4
C 5.13551 -0.21311 0.27273 -0.2 0.0 -0.1
C 3.69607 -0.14568 0.67295 -0.1 -0.1 -1.1
N 2.75434 -0.29170 -0.20971 -2.1 -0.2 1.6
N 3.08937 -0.47433 -1.47046 1.2 0.3 -1.2
C 2.20221 -0.88419 -2.32882 -0.1 0.2 0.7
N 2.53101 -0.97322 -3.62040 -0.2 -0.2 0.1
S 0.62621 -1.46237 -1.86177 -0.8 0.6 1.7
C 3.29607 0.18117 2.02797 -0.2 0.2 0.9
C 4.19104 0.74357 2.94947 -0.2 -0.2 -0.4
C 3.74412 1.10506 4.20174 -0.3 0.0 0.1
C 2.40272 0.92817 4.51074 0.3 0.0 -0.1
C 1.57849 0.37190 3.54991 -0.2 0.0 0.3
N 2.00807 -0.01960 2.35935 -0.3 0.0 -0.7
H 5.25249 -0.93533 -0.53296 0.0 0.1 0.0
H 5.77205 -0.49402 1.10437 0.0 0.0 0.1
H 5.44565 0.75885 -0.11319 0.1 0.0 0.0
H 3.39579 -0.58259 -3.95708 0.0 0.0 0.1
H 1.86498 -1.33681 -4.28005 0.0 0.2 0.0
H 5.21838 0.91742 2.67861 0.1 0.0 -0.1
H 4.41986 1.53924 4.92293 0.1 0.0 0.0
H 2.01589 1.21602 5.47336 -0.1 0.0 0.1
H 0.52120 0.23769 3.73989 0.1 0.0 0.0
C -2.25544 1.76152 1.40898 0.0 0.0 -0.1
C -0.91166 2.37444 1.30040 -0.5 -0.1 0.0
N 0.20036 1.74490 0.98173 -0.3 -1.6 -0.2
C 1.19789 2.67904 0.98802 0.3 0.5 0.1
C 0.67722 3.89114 1.32442 0.4 -0.3 -0.1
N -0.65825 3.67983 1.52389 -0.1 -0.3 -0.1
H -2.16580 0.69763 1.18593 -0.1 0.1 0.0
H -2.93620 2.21621 0.68955 0.0 0.0 -0.1
H -2.67431 1.90012 2.40657 0.0 0.0 0.0
H 2.20945 2.42903 0.74064 0.1 0.0 -0.1
H 1.12316 4.85851 1.42751 0.1 0.1 0.0
H -1.34347 4.37960 1.76122 0.0 -0.1 -0.1
I 1.65349 -3.33948 1.49077 -0.6 0.4 0.2
C 0.18037 -2.79399 2.92642 0.4 -0.1 -0.2
C -0.03842 -3.56680 4.05361 0.0 0.0 0.0
C -1.06230 -3.17796 4.90253 0.0 0.1 -0.2
C -1.81971 -2.06412 4.57367 0.1 0.0 0.0
C -1.49095 -1.34979 3.43373 -0.4 0.0 0.2
N -0.49415 -1.70163 2.62879 0.3 0.0 -0.3
H 0.56703 -4.43355 4.25742 0.1 -0.1 0.0
H -1.27077 -3.74004 5.79904 0.0 -0.1 0.1
H -2.64119 -1.75555 5.19886 -0.1 0.1 0.0
H -2.04916 -0.47442 3.13386 0.0 0.1 0.0
F -2.39044 3.14830 -7.22858 0.0 0.0 -0.1
C -1.81222 2.89378 -6.05608 0.2 -0.1 0.5
C -2.56908 2.85029 -4.88668 0.3 0.0 0.1
F -3.88638 3.06194 -4.92056 -0.1 0.1 -0.2
C -1.95449 2.58753 -3.67420 0.5 -0.1 -0.4
F -2.70668 2.57735 -2.56171 -0.2 0.1 -0.1
C -0.57976 2.33231 -3.56966 0.0 0.0 -0.2
S 0.15599 2.02529 -2.04632 0.2 -0.2 0.5
C 0.15786 2.36967 -4.76399 -0.6 0.0 0.1
F 1.47161 2.10495 -4.72912 -0.1 0.1 -0.2
C -0.43931 2.65573 -5.98320 -0.1 -0.1 0.3
F 0.29582 2.68636 -7.09625 0.0 0.0 -0.1
C -3.46992 -2.98396 -2.47380 -0.2 0.1 -0.4
N -2.82799 -2.76022 -1.20003 0.2 0.1 0.5
C -2.43545 -3.91923 -0.42669 0.2 -0.1 0.3
C -2.36768 -1.56631 -0.81608 -0.7 0.3 -1.2
C -2.62130 -0.38959 -1.70910 0.1 0.0 0.3
O -1.75010 -1.44045 0.25405 1.2 0.3 0.9
H -3.95897 -3.95486 -2.46010 0.0 0.0 0.0
H -2.74405 -2.96789 -3.29025 0.0 0.0 0.0
H -4.22676 -2.22651 -2.66755 0.0 0.0 0.0
H -3.13469 -4.73364 -0.59677 0.0 0.0 0.0
H -2.42744 -3.65004 0.62977 0.0 -0.2 -0.1
H -1.42889 -4.23664 -0.71517 0.0 -0.1 0.1
H -2.11684 -0.54762 -2.65995 0.0 0.1 -0.1
H -2.19945 0.49687 -1.23857 0.0 0.0 -0.2
H -3.68324 -0.24143 -1.88899 -0.1 0.0 0.0
```
Positions in Å, forces in eV/Å.

Values from the calculation:
LUMO energy (alpha / beta): -4.63 / -4.51 eV
total charge: +1
electronic energy: -3246.951292 hartree
multiplicity: 2
highest occupied orbital energy (alpha / beta): -8.377 / -8.200 eV
frontier orbital gap (alpha / beta): 3.746 / 3.687 eV